Record 1
Entry from the OMol25 dataset: a 2-piece molecular cluster, C14H21N overall (wB97M-V/def2-TZVPD).

Results
- HOMO: -0.291 Ha
- Gap between HOMO and LUMO: 8.85 eV
- Energy above the lowest of the compared OMol25 structures with the same formula, charge and spin: 9.4 kcal per mole
- Electronic energy: -16348.482 eV
- Charge: 0
- E_LUMO: 0.93 eV
- SMILES: CCc1c[nH]c2ccccc12.CC(C)C

Each line ends with the Löwdin charge.
CARTESIAN COORDINATES (ANGSTROEM)
C 2.16292 -0.07028 -0.96835  -0.087
C 2.05062 1.38114 -1.55110  -0.180
C 0.60288 1.73659 -1.51713  -0.211
C -0.31747 1.77126 -2.49659  -0.049
N -1.58537 2.01548 -1.96645  0.073
C -1.46319 2.23336 -0.60136  -0.210
C -2.38911 2.58483 0.38581  -0.015
C -1.84342 2.86750 1.63171  -0.104
C -0.48577 2.69207 1.91921  -0.110
C 0.44077 2.25261 0.99405  -0.017
C -0.10358 2.04976 -0.27998  -0.153
H 2.09376 -0.75274 -1.82266  0.074
H 1.44572 -0.27766 -0.18881  0.043
H 3.19482 -0.28709 -0.65970  0.073
H 2.76102 1.97580 -0.97434  0.102
H 2.33821 1.46265 -2.60451  0.107
H -0.25602 1.79985 -3.57381  0.121
H -2.37906 2.32040 -2.47377  0.134
H -3.45075 2.69577 0.21337  0.103
H -2.43187 3.16674 2.49059  0.097
H -0.21943 2.90986 2.95017  0.097
H 1.50020 2.16457 1.17786  0.112
C -1.09708 -1.76905 0.54038  -0.086
C 0.17283 -2.64272 0.38943  -0.479
C 1.00382 -2.54734 1.67591  -0.074
C -0.35140 -4.03426 0.04859  -0.109
H -0.85509 -0.69489 0.54348  0.062
H -1.48874 -1.98736 1.53594  0.080
H -1.83398 -1.87538 -0.24729  0.071
H 0.68739 -2.31946 -0.52140  0.099
H 0.89062 -3.41972 2.31600  0.073
H 2.03526 -2.40323 1.36653  0.069
H 0.68044 -1.71540 2.30549  0.072
H -1.05371 -4.05128 -0.78799  0.072
H 0.36123 -4.81926 -0.22058  0.071
H -0.81746 -4.41313 0.97132  0.079

=====

Record 2
Entry from the OMol25 dataset: a 8-piece molecular cluster, C25H57FN8O13S overall (wB97M-V/def2-TZVPD).

Results
- HOMO: -0.322 Ha
- Gap between HOMO and LUMO: 8.86 eV
- Electronic energy: -78939.033 eV
- Charge: 0
- E_LUMO: 0.11 eV
- SMILES: CO[C@@H](COCON=O)S(=O)(=O)F.CNC(C)=O.CNC(C)=O.CNC(C)=O.CNC(C)=O.CNC(C)=O.CNC(C)=O.CNC(C)=O

Each line ends with the Löwdin charge.
CARTESIAN COORDINATES (ANGSTROEM)
C 1.25073 3.74303 0.70737  -0.060
O 2.01252 2.60658 0.28335  -0.167
C 1.62699 1.42484 0.89607  -0.355
C 0.20314 0.95549 0.62366  -0.173
O -0.68831 1.50476 1.58311  -0.060
C -1.93332 0.89929 1.53035  -0.221
O -2.57073 1.27328 0.28361  -0.038
N -3.90470 0.90333 0.34682  -0.029
O -4.51750 1.40708 -0.51310  0.042
S 2.79539 0.18426 0.29204  0.673
O 2.37138 -1.09716 0.71956  -0.245
O 4.11614 0.60845 0.57904  -0.245
F 2.63607 0.29099 -1.26105  -0.132
H 1.12827 3.77118 1.79171  0.102
H 1.77107 4.62796 0.36086  0.087
H 0.28182 3.72807 0.21389  0.088
H 1.77632 1.43846 1.98544  0.164
H 0.19552 -0.13622 0.70987  0.099
H -0.10586 1.18418 -0.40017  0.144
H -2.53804 1.27613 2.35242  0.065
H -1.86172 -0.19057 1.59021  0.130
C -7.03072 1.60394 2.88812  -0.070
N -5.59302 1.63389 3.02314  0.022
C -4.71844 2.50913 2.48079  -0.526
C -5.27146 3.61064 1.60421  -0.006
O -3.51349 2.40345 2.69217  -0.008
H -7.50367 1.68620 3.86923  0.082
H -7.33920 0.65669 2.44122  0.085
H -7.38196 2.41946 2.26330  0.071
H -5.15669 0.90617 3.57950  0.094
H -4.44333 4.21713 1.24978  0.089
H -5.79357 3.19313 0.74247  0.071
H -5.95742 4.24511 2.16710  0.084
C -4.04579 -2.69715 6.60871  -0.072
N -4.55505 -1.75478 5.63167  0.014
C -4.60762 -1.89594 4.28454  -0.516
C -4.07675 -3.17065 3.68797  -0.004
O -5.05792 -1.00159 3.57616  0.014
H -4.83443 -2.97155 7.31144  0.082
H -3.22476 -2.24797 7.16964  0.084
H -3.68390 -3.59541 6.12071  0.075
H -4.91885 -0.87562 5.96407  0.140
H -4.18400 -3.11754 2.60975  0.084
H -3.01999 -3.28698 3.92228  0.064
H -4.62444 -4.04005 4.05439  0.091
C -2.03149 -1.37931 -4.18207  -0.066
N -1.40371 -1.39213 -2.86782  0.020
C -1.96324 -1.65913 -1.66497  -0.531
C -3.43473 -1.99278 -1.63595  -0.004
O -1.28961 -1.62435 -0.64228  0.014
H -1.54628 -2.09822 -4.83376  0.058
H -1.93129 -0.38905 -4.62751  0.086
H -3.08551 -1.62416 -4.10725  0.078
H -0.42081 -1.17696 -2.81088  0.134
H -3.72513 -2.17598 -0.60543  0.080
H -4.02563 -1.16325 -2.02579  0.078
H -3.63953 -2.88714 -2.22533  0.086
C 8.64852 0.33842 1.90817  -0.081
N 8.45020 1.13731 3.10093  0.001
C 7.28092 1.41470 3.74305  -0.552
C 6.02032 0.82481 3.15908  -0.015
O 7.27514 2.11221 4.74328  0.029
H 9.31205 -0.50177 2.12266  0.080
H 9.10352 0.94259 1.12090  0.081
H 7.70243 -0.04846 1.54493  0.071
H 9.25670 1.55639 3.53571  0.136
H 5.17924 1.13247 3.77306  0.084
H 5.85900 1.17941 2.14317  0.061
H 6.07176 -0.26479 3.15386  0.088
C 3.34301 2.92664 -4.23950  -0.075
N 2.31125 3.22987 -3.26955  0.017
C 1.84028 4.44637 -2.88880  -0.534
C 2.45011 5.66750 -3.53601  -0.007
O 0.96152 4.52805 -2.04691  0.034
H 2.93744 2.30152 -5.03805  0.076
H 4.16068 2.38490 -3.76028  0.084
H 3.73828 3.83666 -4.67812  0.071
H 1.86928 2.46211 -2.78779  0.126
H 1.96949 6.54866 -3.12278  0.083
H 3.52012 5.72067 -3.33146  0.085
H 2.29189 5.65386 -4.61503  0.083
C 2.49717 -1.75547 -7.49807  -0.077
N 1.13870 -2.09186 -7.11687  0.009
C -0.01114 -1.43653 -7.42875  -0.543
C 0.10363 -0.19416 -8.28015  -0.007
O -1.08828 -1.84658 -7.02719  0.019
H 2.93996 -2.57194 -8.07043  0.084
H 3.10727 -1.58924 -6.60861  0.082
H 2.51391 -0.85666 -8.10481  0.070
H 0.99343 -2.91272 -6.55016  0.140
H -0.89320 0.20603 -8.43597  0.084
H 0.71308 0.56181 -7.78328  0.081
H 0.54456 -0.42844 -9.24955  0.085
C 2.15318 -5.35812 2.75521  -0.077
N 0.72127 -5.33160 2.97950  0.007
C -0.17833 -4.40665 2.54670  -0.534
C 0.32833 -3.24470 1.73332  -0.015
O -1.36556 -4.50140 2.81452  0.021
H 2.43502 -6.27098 2.22693  0.081
H 2.68442 -5.33530 3.70856  0.081
H 2.46351 -4.50329 2.16382  0.073
H 0.30769 -6.07542 3.51897  0.135
H -0.51801 -2.61461 1.47483  0.061
H 1.04912 -2.65371 2.29757  0.077
H 0.79537 -3.58924 0.81102  0.090

=====

Record 3
Entry from the OMol25 dataset: C4H9NO2S as an isolated structure (wB97M-V/def2-TZVPD).

Results
- HOMO: -0.313 Ha
- Gap between HOMO and LUMO: 9.10 eV
- Energy above the lowest of the compared OMol25 structures with the same formula, charge and spin: 85.8 kcal per mole
- Electronic energy: -20711.313 eV
- Charge: 0
- E_LUMO: 0.58 eV

Each line ends with the Löwdin charge.
CARTESIAN COORDINATES (ANGSTROEM)
C 0.75377 1.07216 -0.74148  -0.285
C 0.96445 -1.30842 0.35381  -0.237
C -0.74562 0.60566 -0.47443  -0.407
C -0.82301 -0.94155 -0.43390  -0.259
N -1.19442 1.06771 0.81389  0.003
O 3.16708 0.08558 0.05304  -0.557
O -1.79832 -1.45729 0.32653  0.033
S 1.79830 0.29000 0.55832  0.823
H 1.19459 0.76389 -1.75996  0.118
H 0.77426 2.22023 -0.58715  0.106
H 0.68105 -1.84721 1.29213  0.057
H 1.66544 -2.01867 -0.22973  0.088
H -1.54814 0.92313 -1.20619  0.158
H -0.53954 -1.42943 -1.32081  0.109
H -0.84017 0.58829 1.60488  0.063
H -1.38315 2.11786 0.95661  0.142
H -2.12656 -0.73194 0.79444  0.046

=====

Record 4
Entry from the OMol25 dataset: C7H9ClO3S2 as an isolated structure (wB97M-V/def2-TZVPD).

Results
- HOMO (alpha / beta): -0.265 / -0.265 Ha
- Gap between HOMO and LUMO (alpha / beta): 6.13 / 6.15 eV
- Energy above the lowest of the compared OMol25 structures with the same formula, charge and spin: 0.0 kcal per mole
- Electronic energy: -47736.912 eV
- Charge: 0
- E_LUMO (alpha / beta): -1.08 / -1.07 eV

Each line ends with the Löwdin charge.
CARTESIAN COORDINATES (ANGSTROEM)
C 1.97151 -1.42857 -0.77028  -0.666
C -2.22322 -0.76951 1.23517  -0.469
C -1.84620 -2.05282 0.54610  -0.422
C 2.43886 -1.79289 0.45743  -0.504
C 0.85438 0.56380 -1.01067  -0.464
C -0.13162 -0.29694 -0.25433  -0.713
C 1.81261 2.71054 -0.85906  -0.056
O 1.31672 -2.16409 -1.54275  -0.161
O 2.10041 -0.05410 -1.11498  -0.019
O 0.93332 1.75512 -0.29598  -0.201
S -0.79840 0.39392 1.16212  1.043
S -0.82242 -1.65801 -0.95535  1.136
Cl 3.25019 -0.71283 1.49503  0.630
H -3.04616 -0.26544 0.72497  0.081
H -2.47577 -0.92416 2.28145  0.081
H -1.21991 -2.68657 1.17316  0.090
H -2.71694 -2.60876 0.21479  0.081
H 2.35338 -2.81125 0.80055  0.070
H 0.46466 0.76458 -2.03624  0.176
H 1.76613 3.57671 -0.20366  0.096
H 1.48586 2.98108 -1.86791  0.096
H 2.83184 2.32032 -0.89501  0.096

=====

Record 5
Entry from the OMol25 dataset: an isolated ion of composition C6H12N and charge +1 (wB97M-V/def2-TZVPD).

Results
- HOMO: -0.533 Ha
- Gap between HOMO and LUMO: 11.09 eV
- Energy above the lowest of the compared OMol25 structures with the same formula, charge and spin: 82.3 kcal per mole
- Electronic energy: -7896.493 eV
- Charge: +1
- E_LUMO: -3.40 eV
- SMILES: C#CC(C)(C)[NH2+]C

Each line ends with the Löwdin charge.
CARTESIAN COORDINATES (ANGSTROEM)
C 2.66979 0.06796 0.17612  0.150
C 1.48064 -0.06577 0.05878  -0.046
C -0.12075 -0.55090 0.04228  -0.428
C -0.51749 -0.83268 1.54754  0.025
C -0.20574 -1.62628 -0.98891  -0.030
N -0.92256 0.67233 -0.44138  0.010
C -0.30423 1.99819 -0.33043  -0.003
H 3.58457 0.48738 0.43499  0.037
H -1.46467 -1.26580 1.64090  0.077
H 0.22168 -1.36831 2.07056  0.085
H -0.35207 0.17290 1.91196  0.084
H -1.19050 -2.02936 -1.03312  0.088
H 0.07842 -1.11940 -2.01143  0.147
H 0.34160 -2.46371 -0.76713  0.076
H -1.91351 0.63650 -0.02366  0.216
H -1.08652 0.41541 -1.52935  0.226
H 0.62425 1.82439 -0.82136  0.085
H -0.74755 2.88773 -0.65197  0.097
H -0.17535 2.15942 0.71563  0.103

=====

Record 6
Entry from the OMol25 dataset: C26H22AsINOOsS3 as an isolated structure (wB97M-V/def2-TZVPD).

Results
- HOMO (alpha / beta): -0.399 / -0.399 Ha
- Gap between HOMO and LUMO (alpha / beta): 6.15 / 6.15 eV
- Electronic energy: -134765.409 eV
- Charge: +1
- E_LUMO (alpha / beta): -4.70 / -4.70 eV

Each line ends with the Löwdin charge.
CARTESIAN COORDINATES (ANGSTROEM)
Os -0.28064 -1.22852 1.16981  0.560
S 1.91907 -0.81289 1.03811  0.622
C 2.62655 -1.15916 2.59434  -0.653
C 4.00740 -1.07303 2.80063  -0.103
C 4.51272 -1.29947 4.06246  -0.068
C 3.65180 -1.57979 5.12810  -0.063
C 2.28738 -1.63475 4.93214  -0.100
C 1.77131 -1.43284 3.65017  -0.662
S 0.04092 -1.49495 3.36995  0.580
H 4.66549 -0.83363 1.97519  0.108
H 5.58002 -1.24857 4.22883  0.111
H 4.05594 -1.74470 6.11768  0.112
H 1.61639 -1.83464 5.75720  0.110
S -2.43595 -1.03723 1.73884  0.591
C -3.22019 0.27745 0.82893  -0.614
C -4.56171 0.54402 1.08651  -0.097
C -5.17874 1.61225 0.45381  -0.054
C -4.46261 2.42910 -0.41369  -0.054
C -3.12122 2.16798 -0.66383  -0.082
C -2.51155 1.08059 -0.05633  -0.384
As -0.66991 0.62563 -0.32152  1.199
C -0.45862 0.20054 -2.17742  -0.379
C 0.83350 0.00110 -2.65969  -0.111
C 1.02432 -0.37014 -3.98073  -0.072
C -0.07123 -0.54788 -4.81703  -0.094
C -1.35598 -0.35519 -4.33470  -0.078
C -1.55471 0.01945 -3.01121  -0.084
C 0.33268 2.22957 -0.02910  -0.371
C 0.60514 3.08614 -1.09043  -0.096
C 1.27702 4.27792 -0.85032  -0.065
C 1.66774 4.60682 0.43818  -0.064
C 1.39214 3.74880 1.49551  -0.063
C 0.72533 2.55671 1.26558  -0.114
H -5.11048 -0.07241 1.78653  0.109
H -6.22118 1.81957 0.65411  0.115
H -4.94508 3.27352 -0.88650  0.113
H -2.55537 2.81154 -1.32711  0.114
H 1.69145 0.14237 -2.01024  0.100
H 2.02687 -0.51774 -4.36011  0.112
H 0.08010 -0.83538 -5.84913  0.111
H -2.20765 -0.49357 -4.98744  0.112
H -2.56043 0.16619 -2.63732  0.105
H 0.30837 2.82666 -2.09937  0.104
H 1.49521 4.94646 -1.67239  0.111
H 2.19201 5.53536 0.62097  0.112
H 1.69985 4.00842 2.49961  0.112
H 0.51628 1.88258 2.08877  0.092
N 1.06233 -3.84488 -0.58287  0.219
C -0.12292 -3.39016 -0.94548  -0.625
O -0.48882 -2.21703 -0.69634  -0.265
C -1.05759 -4.28755 -1.68913  -0.538
I -0.49353 -4.36448 -3.73879  0.888
H 1.69505 -3.22326 -0.09550  0.070
H 1.37700 -4.76227 -0.85261  0.132
H -2.05923 -3.87724 -1.64003  0.063
H -1.03207 -5.30343 -1.30560  0.062

=====

Record 7
Entry from the OMol25 dataset: one molecule with the formula C2H2N2O2S (wB97M-V/def2-TZVPD).

Results
- HOMO: -0.347 Ha
- Gap between HOMO and LUMO: 7.46 eV
- Energy above the lowest of the compared OMol25 structures with the same formula, charge and spin: 168.8 kcal per mole
- Electronic energy: -20009.031 eV
- Charge: 0
- E_LUMO: -1.98 eV

Each line ends with the Löwdin charge.
CARTESIAN COORDINATES (ANGSTROEM)
C -0.78696 0.36746 -1.06511  -0.237
C 0.04899 0.06624 0.01723  -0.464
N 1.10410 -0.69872 -0.59324  -0.202
N 0.09988 0.32585 1.34055  -0.166
O -1.18978 1.37705 1.72141  -0.195
O 0.91025 -0.10607 2.12506  0.118
S 0.23530 -0.53158 -2.11359  0.993
H -1.69697 0.86735 -1.04461  0.068
H 1.27519 -1.66760 -0.38770  0.084

=====

Result set for max |F|: 2.35; 2.21; 5.31; 1.18; 5.06; 0.46; 6.59 eV Å⁻¹, one per record in the order listed.